Molecular formula: C12H16N2
Method: DFT, the ωB97M-V functional and the def2-TZVPD basis

Structure (XYZ):
```
30
Properties=species:S:1:pos:R:3:forces:R:3:mulliken_charge:R:1
N -2.2019 0.1592 -1.2931 0.667 -0.237 -0.894 -0.39
N -3.8550 -0.2929 0.0683 -0.704 1.514 0.508 -0.06
C 0.7688 -0.6648 -0.5097 0.587 -0.820 -0.083 0.01
C -3.6432 1.0754 0.1206 1.695 0.970 -1.683 -0.62
C -2.9611 -0.7807 -0.8111 0.117 -0.285 -0.953 -0.44
C 4.3408 -1.9759 0.2795 -0.125 -0.062 -0.675 -1.20
C 0.2365 -0.7248 0.7780 0.216 -1.287 0.633 -0.08
C 2.0326 -1.2267 -0.7528 0.315 0.679 0.321 -0.77
C -0.4484 2.4700 -0.3264 1.150 1.506 -0.650 -1.02
C -2.5931 1.3496 -0.7732 -1.353 -1.210 1.689 0.55
C 1.0499 -1.1322 1.8451 0.633 1.254 -0.755 -0.91
C -1.7798 2.5641 -1.0257 0.017 -0.701 -1.667 -0.58
C 2.8900 -1.5078 0.3189 0.879 -0.641 0.617 0.86
C 2.4309 -1.3641 1.6120 -3.095 0.917 0.747 -0.52
H 4.6694 -2.1006 1.3072 0.162 0.048 -0.003 0.33
H 0.1760 1.7336 -0.8288 -0.046 0.186 0.008 0.20
H -2.9357 -1.7674 -1.2460 -0.182 -0.261 0.607 0.43
H 0.0601 3.4569 -0.4134 -0.101 -0.609 0.068 0.35
H -2.3655 3.4534 -0.9008 -0.106 0.613 0.649 0.43
H -0.4384 2.2032 0.7030 -0.457 -0.189 0.949 0.33
H 2.4207 -1.3456 -1.7661 -0.200 0.214 0.188 0.34
H 5.0014 -1.2609 -0.2103 0.016 0.037 -0.086 0.28
H 0.2197 -0.1960 -1.3124 -0.283 -0.562 -0.114 0.48
H 0.6653 -0.9828 2.8621 0.203 -0.487 -0.367 0.29
H -4.6926 -0.6849 0.4620 0.237 -0.533 -0.089 0.21
H -0.8279 -0.6839 0.9902 0.060 0.838 -0.325 0.26
H -1.5081 2.5765 -2.1163 -0.499 -0.085 0.734 0.22
H 2.9820 -1.2431 2.5222 1.060 -0.752 0.000 0.29
H -4.1842 1.8441 0.6238 -0.619 -0.317 0.668 0.43
H 4.4907 -2.9507 -0.2068 -0.245 0.263 -0.042 0.30
```
Positions in Å, forces in eV/Å.

The calculated total energy is -576.33321 Eh. The value obtained for the HOMO-LUMO gap is 9.351 eV. The energy above the lowest of the compared OMol25 structures with the same formula, charge and spin is 29.4 kcal/mol. Its SMILES is CCc1c[nH]cn1.Cc1ccccc1.



Molecular formula: C7H14
Method: DFT, the ωB97M-V functional and the def2-TZVPD basis

Structure (XYZ):
```
21
Properties=species:S:1:pos:R:3:forces:R:3:mulliken_charge:R:1
C -0.1319 -2.1342 0.7418 -0.244 1.132 -0.047 -0.47
C 0.9252 -2.7656 1.6696 -0.589 0.528 -1.125 -1.19
C -0.3203 2.5972 -0.3366 1.951 0.494 -0.234 -0.25
C -0.5490 -0.0088 -0.6200 0.098 1.799 1.086 -0.55
C -1.1429 3.5565 -0.7618 0.644 -1.346 -1.840 -0.65
C 0.0841 1.3469 -1.1034 -1.147 -0.924 -0.449 -0.82
C 0.4793 -0.9627 -0.0543 0.490 -0.625 0.845 -0.72
H -1.1772 -0.3606 -1.4332 0.092 -0.627 0.094 0.39
H -1.6462 3.2060 -1.6731 -0.401 0.602 0.277 0.24
H 1.1479 -1.3724 -0.8193 -0.168 -0.004 -0.217 0.33
H 1.1759 1.2517 -1.0363 -0.239 0.201 -0.135 0.40
H 1.1895 -0.4818 0.6516 -0.528 0.436 -0.389 0.41
H -0.8858 -1.7187 1.4264 -0.249 -0.098 -0.485 0.34
H 1.0758 -2.0762 2.5043 0.094 -0.056 -0.077 0.30
H 1.8411 -2.7727 1.0632 0.081 -0.821 0.608 0.32
H -0.1987 1.4114 -2.1689 0.310 0.441 0.346 0.35
H 0.4834 2.7759 0.3840 -0.674 0.439 0.486 0.26
H -0.6394 -2.7119 -0.0467 0.200 -0.690 0.803 0.33
H 0.5551 -3.7029 2.0793 0.558 -0.265 -0.172 0.37
H -1.0392 4.6297 -0.6733 -0.398 -0.134 1.021 0.31
H -1.2266 0.2932 0.2066 0.119 -0.480 -0.397 0.28
```
Positions in Å, forces in eV/Å.

The calculated total energy is -275.04561 Eh. The value obtained for the HOMO-LUMO gap is 10.642 eV. The energy above the lowest of the compared OMol25 structures with the same formula, charge and spin is 44.3 kcal/mol. Its SMILES is C=CCCCCC.



Molecular formula: C16H26B5Br39NO8P
Method: DFT, the ωB97M-V functional and the def2-TZVPD basis

Structure (XYZ):
```
96
Properties=species:S:1:pos:R:3:forces:R:3:mulliken_charge:R:1
Br 4.8281 -4.3109 2.5358 0.056 -0.027 0.097 -0.03
Br -2.5735 -4.3806 10.0247 0.019 0.021 0.098 -0.04
Br -0.9060 -0.0691 4.5606 0.033 0.103 0.269 0.04
Br -4.0639 -9.4345 -0.7733 -0.043 -0.049 0.096 -0.02
Br -1.9710 -5.1041 2.1213 0.339 -0.040 -0.371 0.12
Br 7.8673 -0.2131 0.4785 0.220 0.094 0.070 -0.09
Br -1.6903 5.2188 -4.3828 0.110 0.109 0.089 0.00
Br -2.6472 7.8459 -9.8583 -0.004 0.057 -0.093 -0.04
Br -4.7448 -3.1875 0.7817 -0.231 -0.045 -0.090 0.07
Br -2.1631 -8.7360 -3.2125 0.073 -0.021 -0.072 -0.02
Br 8.2435 -3.2077 -0.5330 0.090 -0.033 0.028 -0.05
Br -1.8310 -2.9986 -3.1762 -0.002 0.058 -0.114 -0.03
Br 7.8362 4.7127 -2.9171 0.015 -0.049 -0.094 0.00
Br 3.8889 0.9897 -5.9829 0.104 -0.042 -0.012 -0.02
Br -2.8266 2.2812 -4.2209 -0.061 -0.148 0.016 -0.01
Br 6.2692 -1.2575 -2.0625 0.030 -0.039 -0.122 -0.02
Br -1.0925 -2.3322 -0.1673 0.225 0.239 0.143 0.19
Br -2.3581 -8.1478 2.8935 0.017 -0.112 -0.011 -0.05
Br 0.8993 0.9092 -4.9370 -0.127 -0.011 0.033 0.04
Br 1.9670 3.4520 -6.5248 -0.029 0.112 0.040 0.00
Br -10.6273 -1.7801 1.1758 -0.066 0.067 0.003 -0.01
Br -8.4119 -3.3644 -0.4491 -0.007 -0.026 -0.166 -0.02
Br -4.0075 -6.4975 -1.9504 -0.130 0.182 0.026 0.01
Br 6.9410 4.1922 0.0756 0.034 -0.030 0.082 0.02
Br -2.1702 -6.2775 7.5146 0.065 -0.076 -0.038 0.02
Br -4.0791 4.5734 -2.3928 -0.062 0.015 0.059 -0.03
Br -4.1995 -5.8796 4.1574 -0.218 -0.095 0.110 -0.02
Br -4.7692 -4.4716 7.7397 -0.066 0.029 -0.091 -0.01
Br 3.6087 -1.8146 1.0176 -0.021 -0.342 0.086 0.29
Br -0.8457 6.2373 -7.8099 0.094 -0.061 -0.074 0.00
Br 5.9399 6.7956 -1.4586 0.003 0.077 0.000 -0.04
Br -6.1510 -2.5383 3.5632 -0.062 0.002 0.039 -0.03
Br -4.0058 6.3591 -7.4231 -0.057 -0.061 0.062 -0.01
Br 1.3321 -2.3095 4.6670 0.098 -0.048 0.007 -0.02
Br 4.2861 -4.4765 -0.5816 -0.013 -0.040 -0.078 -0.03
Br -0.3557 -5.1724 -1.3964 0.203 -0.082 -0.036 -0.03
Br -3.8067 -0.6873 2.4876 -0.017 0.036 -0.060 0.06
Br -1.7149 -3.0884 5.1699 -0.115 0.007 0.129 0.01
Br -9.9607 -4.7937 1.9203 -0.023 -0.081 0.046 0.00
P 1.9838 2.2591 3.8806 -0.021 -0.957 0.248 0.78
O 0.9245 3.4478 4.0857 -0.201 -0.592 -0.309 -0.46
O 2.3317 0.6743 1.5388 0.087 1.286 0.208 -0.43
O 3.2991 3.0081 3.3036 -0.534 0.021 -0.210 -0.41
O 2.2388 1.4046 5.0588 0.019 0.623 -0.412 -0.61
O -0.7483 3.3228 -1.5473 0.847 -0.371 0.647 -0.09
O 1.0198 1.1288 -0.3751 0.253 0.948 0.095 0.14
O 0.0932 1.4553 1.7779 0.425 0.977 0.079 -0.01
O 4.9116 1.0774 -0.2023 -0.302 0.283 -0.770 -0.01
N 3.7530 2.9487 -1.3037 -0.375 0.062 -0.165 0.38
C 7.0414 -1.7212 -0.3705 -0.198 -0.034 0.007 0.44
C -0.4962 -1.9139 4.2646 0.034 0.061 -0.302 0.41
C -2.8963 -4.6219 8.1508 0.003 0.016 0.037 -0.03
C -3.2269 -6.4651 2.6095 -0.065 0.088 0.129 -0.29
C -9.2716 -3.1346 1.2480 0.084 0.023 0.065 0.24
C -4.5239 -2.4629 2.5459 0.146 -0.020 -0.006 0.36
C 7.3625 5.5185 -1.2455 0.012 0.008 0.018 -0.38
C -2.9868 -8.0879 -1.6090 0.119 -0.003 0.033 -0.20
C 3.7035 -3.7360 1.0913 0.001 0.089 -0.062 -0.32
C -2.4353 7.2838 -8.0369 0.009 0.049 -0.006 -0.32
C 2.0799 1.5464 -6.3052 0.018 -0.075 -0.055 -0.47
C 3.0906 2.8003 -2.6071 0.584 0.023 -0.233 -1.05
C -3.2456 4.1413 -4.0668 -0.036 -0.013 -0.089 -0.28
C 3.3097 4.1224 -0.5678 0.112 0.329 -0.040 -0.91
C -1.5822 -3.6988 -1.4133 -0.269 -0.178 0.089 0.14
C -2.0185 3.7868 0.6410 0.267 0.430 0.271 -0.87
B 3.7413 1.7348 -0.5069 -0.167 -0.472 -0.136 0.02
B 1.3743 1.3449 2.2690 -0.355 -0.832 0.027 -0.61
B 0.0404 1.7466 0.4038 -0.213 -0.750 -0.369 -0.73
B 2.2919 1.0827 0.1870 -0.507 -0.570 -0.344 0.85
B -0.9724 3.0165 -0.2273 -0.175 -0.656 -0.191 0.93
H 1.3181 4.2521 4.4066 0.179 0.641 0.299 0.28
H -3.9313 -6.5856 1.7968 0.005 0.031 -0.027 0.32
H -0.6393 -2.0999 3.2081 -0.007 -0.015 -0.036 -0.35
H 1.7710 1.1015 -7.2394 -0.019 -0.005 -0.006 0.42
H -2.5346 -4.0937 -1.0830 0.004 0.017 0.007 -0.23
H 6.2353 -2.0260 0.2824 -0.017 -0.043 -0.062 -0.49
H 2.4382 3.6497 -2.8304 -0.118 -0.172 0.148 0.40
H 3.8501 2.7641 -3.3992 -0.124 0.013 0.070 0.27
H -1.8983 4.8771 0.5584 -0.087 -0.111 -0.022 0.33
H 3.6452 5.0194 -1.0998 -0.102 -0.054 0.139 0.14
H 8.2240 6.0636 -0.8897 0.011 0.007 -0.001 0.37
H -1.9636 3.5249 1.7008 -0.076 0.001 -0.096 0.19
H 2.2129 4.1989 -0.4528 0.037 -0.140 0.002 0.15
H 3.8867 3.2396 4.0206 0.570 0.036 0.388 0.32
H -8.5131 -2.7983 1.9402 0.006 0.011 0.009 -0.24
H -2.1954 -7.8177 -0.9225 -0.006 0.000 0.015 0.22
H -3.9594 4.3802 -4.8424 0.028 0.019 -0.031 0.25
H -3.0230 3.5630 0.2664 0.040 -0.064 0.037 0.22
H 3.7636 4.1609 0.4288 -0.040 -0.048 -0.082 0.45
H -2.3876 -3.8222 7.6310 -0.007 -0.005 0.066 -0.09
H 5.2309 1.2852 0.6596 0.612 -0.176 1.150 0.11
H -3.7966 -3.0814 3.0576 -0.047 -0.035 0.021 -0.46
H 2.5223 1.8681 -2.6806 -0.195 0.095 0.076 0.21
H -2.3281 8.1734 -7.4338 -0.016 0.000 0.026 0.37
H -0.7563 4.2608 -1.7161 -0.677 0.567 -0.449 0.17
H 2.7065 -4.1033 1.2866 -0.033 -0.011 -0.001 0.30
```
Positions in Å, forces in eV/Å.

The calculated total energy is -102134.39293 Eh. The value obtained for the HOMO-LUMO gap is 7.971 eV.



Molecular formula: C4H54BO35
Method: DFT, the ωB97M-V functional and the def2-TZVPD basis

Structure (XYZ):
```
94
Properties=species:S:1:pos:R:3:forces:R:3:mulliken_charge:R:1
O 12.2355 5.4992 1.2155 0.420 -0.395 0.088 -0.68
O 18.1834 8.0445 6.0073 0.663 0.272 -0.861 -0.75
O 16.0525 1.3330 7.3791 -0.686 0.660 -0.523 -0.70
O 14.8590 4.5507 2.5708 0.768 0.283 -0.934 -0.62
O 14.2426 5.0097 7.0560 -3.245 2.236 -1.593 1.30
O 10.7483 3.6377 4.8435 -0.295 0.506 -0.393 -0.73
O 11.9614 4.4739 9.2852 -0.011 0.122 0.036 -0.67
O 17.5103 5.1374 6.1748 -0.732 -0.659 0.062 -0.74
O 14.0964 6.9451 9.1627 -1.915 -0.902 0.413 -0.62
O 11.6517 8.5529 1.8175 0.288 1.859 0.837 -0.81
O 14.4453 7.3167 2.5669 -0.125 -0.245 0.675 -0.68
O 17.6668 4.5986 3.3048 0.463 0.297 -0.479 -0.66
O 9.3073 4.4077 2.6697 -0.120 -0.174 -0.649 -0.65
O 17.3690 7.4645 3.5045 -0.693 1.256 -1.178 -0.86
O 11.2481 7.4649 9.2159 -0.910 1.120 0.807 -0.70
O 15.6508 8.6134 7.6029 1.207 -0.192 0.892 -0.73
O 14.2643 1.7832 9.3840 -0.688 0.845 0.618 -0.66
O 13.6572 10.3681 6.5762 -0.784 0.686 1.204 -0.75
O 18.3341 2.5247 5.6189 0.048 -1.303 0.199 -0.74
O 10.0505 10.0494 6.6495 0.405 -0.400 -0.422 -0.70
O 10.7783 5.3730 6.9184 0.725 0.208 0.783 -0.53
O 19.9723 5.6891 5.0297 0.959 0.433 0.161 -0.68
O 19.8245 4.3278 8.0236 0.543 -1.670 -0.011 -0.66
O 15.8004 3.8794 8.0727 -0.266 2.433 -1.029 0.21
O 18.0152 6.5311 8.6468 1.336 -2.363 -0.251 -0.69
O 11.9885 8.2760 5.8445 -0.441 0.820 -1.489 -0.64
O 15.6441 5.8556 5.3542 -4.507 2.329 -3.580 1.96
O 12.6682 2.7608 7.0439 -0.718 -1.033 -1.406 -0.76
O 15.1863 9.3776 4.6013 1.241 -0.042 0.302 -0.72
O 13.8053 7.2039 6.1286 3.694 -0.819 1.246 0.82
O 9.7545 8.5483 3.8887 0.939 1.738 1.233 -0.61
O 11.6747 6.3434 3.6950 0.751 -0.159 2.147 -0.88
O 16.1592 5.5712 10.4721 0.036 0.125 0.310 -0.71
O 13.2469 5.3488 4.8522 2.178 -1.808 1.368 -0.75
O 17.2284 2.6508 9.9190 0.669 -0.222 0.700 -0.68
C 15.4423 4.7365 7.2560 2.739 -5.613 3.344 -0.36
C 12.4808 6.3235 4.6422 -3.831 -0.120 -6.500 0.30
C 12.7692 7.4435 5.4655 -3.122 2.248 3.017 0.53
C 16.2977 5.2113 6.1615 5.623 -0.583 2.988 0.43
B 14.2283 5.8543 5.8467 0.551 -0.188 -0.103 0.22
H 11.1113 7.0791 8.3704 0.000 -0.548 -1.021 0.24
H 19.1902 4.9617 8.3077 -0.777 1.265 0.149 0.37
H 17.7722 5.1555 2.5200 0.238 -0.418 -0.060 0.35
H 11.5406 3.6740 4.3120 0.595 -0.035 -0.003 0.26
H 14.5279 6.3365 2.6328 0.076 0.896 0.035 0.28
H 10.7979 2.8331 5.3449 0.279 -0.733 0.661 0.27
H 11.9486 4.6010 0.9625 -0.188 0.868 0.630 0.31
H 18.5091 2.4500 6.5706 -0.156 0.413 -0.523 0.34
H 16.2569 5.9416 11.3557 -0.033 -0.101 0.058 0.23
H 14.8686 4.6817 1.5982 -0.180 -0.198 0.722 0.33
H 17.8712 7.3260 6.5344 0.072 -1.228 0.695 0.15
H 15.0963 7.6780 3.2002 0.154 -0.487 -0.486 0.48
H 17.6722 8.7650 6.3278 -0.690 1.146 0.546 0.32
H 12.4984 4.9599 8.6397 -0.169 -0.105 0.363 -0.02
H 14.5039 7.6431 8.6922 0.747 1.410 -1.034 0.33
H 15.5398 4.8379 10.5428 -0.127 -0.254 0.033 0.24
H 15.2386 8.5154 6.7581 -0.567 -0.265 -0.978 -0.07
H 10.4242 8.1809 3.3364 1.211 -0.039 -0.811 0.29
H 20.0255 5.5798 4.0827 -0.288 -0.183 -0.138 0.31
H 14.7795 6.5636 9.6851 0.926 -0.501 0.700 0.30
H 14.4532 9.5617 4.0486 -1.568 0.086 -0.955 0.27
H 12.8563 9.8775 6.3525 -0.054 0.061 0.302 0.36
H 17.6493 7.3609 8.6781 -0.992 3.624 -0.227 0.31
H 12.0928 9.1454 2.4806 -0.673 -0.619 -1.075 0.34
H 10.8778 4.9091 6.0836 -0.469 -0.426 -0.459 0.11
H 15.0636 1.7769 8.8422 -0.084 -0.759 -0.248 0.28
H 16.7170 4.4972 3.3434 -0.698 -0.242 -0.016 0.29
H 14.0963 4.0121 2.7501 -0.551 -0.259 0.052 0.13
H 17.4400 7.6779 4.4329 0.544 0.315 0.820 0.25
H 19.3567 3.4901 8.1845 0.335 0.369 0.020 0.32
H 17.3942 6.0801 9.2074 -0.446 -1.039 0.553 0.28
H 10.0593 9.8061 7.5736 0.047 -0.016 0.445 0.32
H 10.6450 9.3851 6.2387 -0.848 0.616 0.117 0.53
H 17.4988 6.5340 3.5045 0.223 -1.214 0.237 0.07
H 18.0024 3.4045 5.4642 0.171 0.554 0.159 0.14
H 13.0401 2.5637 7.8949 0.430 -0.272 1.163 0.43
H 14.2527 10.1968 5.8697 0.823 -0.082 -0.893 0.52
H 11.0710 4.5282 8.9044 0.419 -0.005 0.066 0.35
H 16.6677 0.7006 7.0326 0.526 -0.373 -0.347 0.29
H 17.6793 3.2570 10.5193 -0.076 -0.103 -0.137 0.36
H 12.8857 3.6690 6.9101 0.072 0.747 0.018 -0.10
H 19.1509 5.3104 5.3391 -0.212 -0.130 -0.159 0.53
H 12.0495 5.7041 2.1700 -0.239 -0.863 -1.021 0.41
H 15.8834 9.8293 4.1158 0.578 -0.137 0.101 0.29
H 12.0631 7.0883 9.5241 0.878 -0.312 0.196 0.37
H 9.0705 7.9753 3.6901 -2.662 -1.539 -0.350 0.27
H 12.0197 7.7144 2.0477 0.655 -1.004 -0.164 0.39
H 15.4342 9.5149 7.8203 -0.324 0.683 0.272 0.29
H 10.1363 6.0633 6.8132 -0.612 0.456 -0.419 0.37
H 9.9878 3.8498 3.0485 -0.185 -0.318 0.078 0.38
H 16.4949 3.1511 9.5573 0.042 0.068 -0.331 0.18
H 9.3085 5.1210 3.3009 -0.132 0.568 0.239 0.31
H 15.8946 1.9812 6.6615 0.366 -0.680 0.632 0.20
H 13.7970 0.9484 9.3462 0.434 -0.238 -0.237 0.24
```
Positions in Å, forces in eV/Å.

The calculated total energy is -2843.37589 Eh. The value obtained for the HOMO-LUMO gap is 8.941 eV. The energy above the lowest of the compared OMol25 structures with the same formula, charge and spin is 22.8 kcal/mol. Its charge is -1.